DFT (ωB97M-V/def2-TZVPD) results for a structure of composition C12H14F6GaO5S.

Last column: natural (NBO) charge in e.
Cartesian coordinates (Å):
O1 0.50 0.15 2.99  -0.757
C1 -0.42 0.13 1.87  -0.071
C2 0.18 1.05 0.73  -0.961
Ga1 0.21 0.22 -1.14  1.293
F1 -1.58 0.28 -1.77  -0.778
C3 0.78 -1.76 -1.21  0.293
F2 -0.26 -2.67 -0.87  -0.391
F3 1.11 -2.07 -2.57  -0.393
C4 2.03 -2.15 -0.36  -0.068
C5 2.28 -3.60 -0.19  -0.180
C6 3.46 -4.04 0.56  -0.230
C7 4.39 -3.10 1.17  -0.241
C8 4.12 -1.68 1.00  -0.061
C9 5.16 -0.69 1.63  0.965
F4 6.39 -1.32 1.60  -0.340
F5 5.21 0.41 0.79  -0.329
F6 4.84 -0.31 2.90  -0.317
C10 2.95 -1.20 0.25  -0.217
H1 0.78 -0.75 3.23  0.462
H2 -0.69 -0.91 1.54  0.163
H3 -1.36 0.64 2.25  0.159
H4 1.18 1.43 1.09  0.218
H5 -0.48 1.96 0.66  0.222
H6 1.12 1.13 -2.09  -0.368
H7 1.61 -4.36 -0.64  0.233
H8 3.63 -5.14 0.64  0.208
H9 5.27 -3.46 1.74  0.228
H10 2.77 -0.10 0.14  0.259
C11 -6.06 2.51 -1.67  -0.098
C12 -4.71 2.21 -2.30  -0.108
O2 -3.90 3.33 -1.94  -0.671
S1 -4.35 3.88 -0.50  2.531
O3 -3.48 3.33 0.49  -0.879
O4 -4.59 5.28 -0.60  -0.905
O5 -5.77 3.11 -0.41  -0.690
H11 -6.63 3.23 -2.26  0.178
H12 -6.66 1.61 -1.53  0.205
H13 -4.77 2.11 -3.38  0.207
H14 -4.26 1.31 -1.87  0.228

Values from the calculation:
* 2S+1: 1
* LUMO level: 2.6 eV
* net charge: -1
* frontier orbital gap: 7.777 eV

---

DFT (ωB97M-V/def2-TZVPD) results for a cluster of 2 separate species, C12H14IN2 in total.

Last column: Löwdin spin population.
Cartesian coordinates (Å):
I1 3.20 14.35 11.45  1.001
C1 2.24 18.94 1.17  0.000
N1 2.16 18.76 2.64  0.000
C2 2.08 17.50 3.18  0.000
C3 1.99 17.30 4.53  0.000
C4 1.98 18.39 5.36  0.000
C5 2.14 19.68 4.80  0.000
C6 2.27 19.85 3.45  0.000
C7 1.64 18.24 6.78  0.000
C8 2.27 17.29 7.54  0.000
C9 2.06 17.07 8.91  0.000
N2 1.08 17.88 9.49  0.000
C10 0.45 18.88 8.79  0.000
C11 0.67 19.02 7.45  0.000
C12 0.75 17.78 10.93  0.000
H1 2.90 18.12 0.88  0.000
H2 2.80 19.85 0.93  0.000
H3 1.22 18.90 0.81  0.000
H4 2.09 16.74 2.42  0.000
H5 1.79 16.32 4.94  0.000
H6 2.20 20.52 5.48  0.000
H7 2.59 20.76 2.96  0.000
H8 2.95 16.63 7.03  0.000
H9 2.58 16.30 9.45  0.001
H10 -0.20 19.55 9.33  0.000
H11 0.01 19.72 6.95  0.000
H12 1.19 18.62 11.48  0.000
H13 1.20 16.93 11.45  -0.001
H14 -0.33 17.75 11.03  0.000

Values from the calculation:
* 2S+1: 2
* LUMO level (spin up / spin down): -8.1 / -8.2 eV
* ΔE to the lowest compared entry with this formula, charge and spin: 0.0 kJ/mol
* net charge: +2
* frontier orbital gap (spin up / spin down): 7.130 / 6.700 eV

---

DFT (ωB97M-V/def2-TZVPD) results for a structure of composition C12H14IN3O3Re.

Last column: Löwdin spin population.
Cartesian coordinates (Å):
C1 0.03 1.42 2.26  -0.040
C2 0.40 -1.43 2.27  0.048
H1 1.03 1.59 2.72  -0.007
H2 -0.38 0.70 4.00  0.012
H3 -0.36 2.30 1.73  0.010
H4 0.72 -2.40 1.87  0.019
H5 0.96 -1.19 3.19  0.022
H6 -0.68 -1.49 2.53  0.011
C3 0.30 2.67 -0.83  0.017
C4 0.24 3.47 -1.97  0.001
C5 0.06 2.88 -3.21  0.012
C6 -0.12 1.51 -3.28  0.000
H7 0.56 3.07 0.16  0.002
H8 0.36 4.54 -1.85  0.000
H9 0.05 3.48 -4.12  0.001
H10 -0.27 0.97 -4.21  0.000
N1 0.06 1.35 -0.89  0.029
C7 -0.15 0.74 -2.10  0.009
C8 -0.34 -0.69 -2.03  0.004
N2 -0.31 -1.22 -0.77  -0.012
C9 -0.51 -2.55 -0.60  0.005
C10 -0.59 -2.90 -2.99  0.004
C11 -0.60 -3.41 -1.69  -0.001
H11 -0.55 -2.90 0.43  0.000
H12 -0.68 -4.47 -1.50  0.000
C12 -0.48 -1.53 -3.15  0.000
H13 -0.51 -1.05 -4.13  0.000
H14 -0.68 -3.56 -3.86  0.000
Re1 0.44 0.01 0.82  1.780
I1 2.89 -0.05 0.51  0.120
O1 -0.98 -0.75 6.01  0.384
N3 0.19 -0.38 6.16  0.392
O2 0.85 0.22 5.27  0.187
O3 -0.94 1.03 3.26  -0.009

Values from the calculation:
* 2S+1: 4
* LUMO level (spin up / spin down): -9.3 / -8.9 eV
* ΔE to the lowest compared entry with this formula, charge and spin: 0.0 kJ/mol
* net charge: +2
* frontier orbital gap (spin up / spin down): 6.830 / 7.356 eV

---

Here are the calculated electronic energy numbers, same order: -102425.300, -23735.546, -33492.978 (eV).